Entry 1:
DFT (ωB97M-V/def2-TZVPD) results for the molecule C5H8N2O in a non-equilibrium geometry.

```
16
Properties=species:S:1:pos:R:3:forces:R:3:nbo_charge:R:1
O 2.285654 -0.583345 -0.081432 -1.390 0.946 0.739 -0.507
N -1.805418 -0.847648 0.508799 4.781 2.709 -1.386 -0.451
N -1.992468 0.503348 0.516119 0.481 2.082 0.020 -0.208
C 1.344067 0.512577 -0.292189 1.445 0.143 0.034 0.058
C -1.044450 1.213767 -0.064167 -2.304 -1.970 1.508 -0.030
C -0.619063 -1.064160 -0.472576 -2.947 -1.545 -1.888 -0.258
C 1.648180 0.109559 1.074928 0.951 -0.599 -1.093 -0.125
C -0.051283 0.274870 -0.757008 -0.494 2.194 -1.241 -0.336
H 2.305833 0.628746 1.764585 0.002 0.004 -0.273 0.202
H -0.179357 0.522337 -1.842901 0.680 -0.301 0.724 0.221
H -1.064975 -1.326971 -1.559416 1.061 -0.633 2.732 0.208
H 0.899941 -0.539798 1.493051 -0.202 0.039 0.602 0.189
H -1.109474 2.324992 0.007556 0.270 -1.210 -0.291 0.221
H -2.618105 -1.365149 0.558888 -1.701 -1.239 -0.384 0.384
H 0.151210 -1.704595 -0.047865 -0.392 -0.566 -0.440 0.231
H 1.849701 1.341477 -0.806379 -0.240 -0.054 0.637 0.201
```
Forces are in eV/Å.

- lowest unoccupied orbital energy (eV) = 0.97
- orbital gap (eV) = 9.4
- E (eV) = -10338.8773
- spin multiplicity = 1
- SMILES = C1=NNC[C@@H]1[C@H]1CO1

=====

Entry 2:
DFT (ωB97M-V/def2-TZVPD) results for a structure of composition C40H67BrCl3N7O6SbSi3Tl in a non-equilibrium geometry.

```
129
Properties=species:S:1:pos:R:3:forces:R:3:lowdin_charge:R:1
Tl 0.711706 -1.344415 -0.520447 -0.148 -0.038 -0.048 0.878
Sb 0.106032 2.511822 0.225287 0.105 0.618 0.007 0.862
Br 5.286188 -4.991274 -3.435971 -0.034 -0.013 -0.011 0.764
Cl 5.604596 0.941676 0.850284 0.041 0.026 -0.022 0.619
Cl 5.597574 0.406534 -1.997623 -0.046 -0.043 0.055 0.643
Cl 3.122312 1.008323 -0.632742 0.226 -0.124 -0.157 0.552
Si 1.540413 4.280545 1.494866 0.324 0.024 0.487 0.307
Si 0.173791 3.812056 -1.989490 0.153 0.268 -0.312 0.307
Si -2.154869 3.331688 1.130958 -0.538 0.051 0.414 0.327
O 5.346395 -2.119502 -0.586744 -0.171 -0.023 0.107 0.025
O -4.498096 -3.105497 0.409556 0.030 0.029 -0.103 -0.073
O 0.391215 -3.369842 -4.128574 -0.055 0.066 0.069 -0.046
O -1.097878 -3.288034 0.317029 0.159 0.194 0.191 -0.144
O -1.690007 0.773638 -1.408656 0.320 1.028 -0.452 -0.375
O 3.606273 -1.549593 0.727457 0.245 -0.823 -0.551 -0.161
N 2.739681 0.085836 2.380732 -0.666 0.599 0.939 0.155
N 0.136255 0.059980 3.237052 0.896 0.017 0.167 0.042
N -2.880383 -1.232591 -0.841402 -1.116 -2.624 0.108 0.140
N -0.965421 -0.023061 -2.164452 1.080 -0.001 -1.104 -0.152
N 1.251861 -2.497945 2.323988 0.097 -0.109 0.003 0.028
N 2.664580 -1.989069 -2.509464 0.003 0.065 0.009 0.001
N -0.170569 -2.356331 -3.349101 -0.070 0.022 0.000 0.036
C -3.912347 -2.230890 2.582972 0.016 -0.017 -0.029 -0.009
C 3.386383 -3.101487 -2.502429 0.007 0.001 0.003 -0.204
C -1.609783 -6.221727 -1.674460 -0.080 0.054 -0.081 -0.082
C 4.702090 0.179945 -0.504653 0.063 -0.013 0.045 -1.417
C -3.250935 -1.265228 3.331052 -0.010 -0.007 -0.050 -0.058
C 1.714936 -2.564592 3.708144 -0.049 -0.095 0.184 -0.362
C -2.672691 0.214197 -3.929840 -0.019 0.016 0.084 -0.033
C 4.300943 -2.610916 -4.657490 -0.020 0.028 0.001 -0.098
C -5.482971 -3.923270 1.013939 0.076 -0.019 -0.024 -0.063
C 3.524821 -1.461479 -4.667878 0.030 -0.011 -0.032 -0.050
C 0.018910 5.685703 -1.790191 0.012 -0.093 0.155 -0.218
C 0.654088 -0.380004 4.548442 0.133 0.011 -0.132 -0.327
C -2.881918 -2.234315 -1.732737 -0.208 0.447 0.792 -0.018
C -2.433048 -5.723078 -2.725826 0.091 -0.208 -0.022 -0.105
C -2.448254 5.185842 1.292353 0.263 0.048 -0.222 -0.217
C 1.856574 3.509958 -2.777308 -0.013 -0.069 0.080 -0.239
C 3.071937 -0.378223 3.765876 -0.174 -0.025 0.099 -0.262
C 2.739306 -1.181934 -3.565487 -0.044 -0.017 0.019 -0.174
C -3.589113 2.630247 0.140406 0.150 -0.089 -0.196 -0.202
C -0.736675 -1.453594 -4.053772 0.085 -0.165 -0.165 -0.304
C -1.422039 -0.364786 -3.328020 0.115 0.242 0.211 -0.332
C 3.092449 -1.904614 3.826241 -0.008 -0.036 -0.079 -0.097
C -1.204134 -5.426360 -0.651977 0.014 0.062 0.020 -0.014
C -1.107041 3.279564 -3.247325 -0.086 -0.167 0.157 -0.216
C -2.482409 -0.306155 2.696862 -0.626 -0.671 0.239 -0.153
C -2.477503 -3.554838 -1.612575 0.128 -0.539 0.066 -0.151
C 4.231464 -3.432204 -3.549502 0.008 -0.055 -0.029 -0.668
C 2.063274 0.189885 4.769013 -0.065 0.091 -0.118 -0.098
C -2.834940 -4.430999 -2.684374 0.008 0.202 0.110 -0.051
C -2.374936 2.711695 2.908636 -0.057 0.158 -0.095 -0.213
C -1.575906 -4.030622 -0.570006 -0.352 -0.140 -0.275 -0.387
C -3.806264 -2.248015 1.197968 -0.031 -0.011 0.137 -0.209
C 1.109234 6.114488 1.595435 -0.246 -0.067 -0.203 -0.217
C 3.336602 4.267820 0.918107 -0.094 -0.051 -0.191 -0.242
C 1.600831 3.711386 3.318879 -0.161 -0.065 -0.125 -0.232
C 0.703540 -1.906975 4.652451 -0.055 0.085 -0.177 -0.103
C 4.540550 -1.355438 -0.097981 0.310 0.231 -0.307 -0.801
C -2.974707 -1.312437 0.556408 0.043 -0.026 -0.109 -0.152
C -0.860224 -1.532057 -5.548683 0.134 0.043 0.025 -0.005
C -2.345920 -0.339342 1.317897 0.126 0.049 -0.019 -0.050
H 3.299312 -3.745493 -1.635266 0.084 0.042 0.040 0.117
H 0.411386 -3.047871 2.161936 -0.022 0.009 0.023 0.063
H 2.397198 -0.074236 5.774727 0.047 0.036 0.032 0.125
H 1.974427 2.467427 -3.080844 0.008 -0.005 0.001 0.005
H -1.747188 0.398696 0.790300 -0.049 -0.160 0.103 0.035
H -2.119153 3.290266 -2.840814 -0.008 0.006 -0.028 0.021
H -0.464880 0.870913 3.313506 0.521 -0.102 0.023 0.041
H -3.461213 -4.030565 -3.475280 0.019 0.003 -0.020 0.115
H -0.896714 2.262501 -3.578138 -0.013 0.011 -0.002 0.004
H -2.242880 5.744019 0.379273 -0.033 0.030 -0.012 0.012
H -0.589373 5.973367 -0.934725 -0.025 0.039 -0.011 -0.009
H -2.713669 -6.367089 -3.547438 -0.021 -0.016 0.012 0.095
H -3.685465 1.553179 0.291213 -0.035 0.115 -0.020 0.014
H -6.013710 -4.402109 0.195769 0.007 -0.017 0.001 0.095
H -3.320089 -0.562859 -4.345348 0.016 0.031 -0.003 0.081
H -3.359915 -1.259663 4.407500 -0.001 -0.004 0.038 0.108
H -3.205783 0.761002 -3.153550 -0.051 0.019 -0.087 0.080
H 3.444382 4.767388 -0.048145 0.028 -0.009 -0.001 0.022
H -0.840698 -0.536889 -5.991038 -0.046 0.009 0.001 0.084
H 3.086667 -0.592765 1.644600 0.262 -0.042 -0.272 -0.001
H -2.679875 1.661422 2.939859 -0.227 1.376 -0.153 -0.017
H 2.678884 3.750803 -2.100766 0.002 -0.006 -0.010 0.004
H 1.423757 4.559466 3.984383 0.035 0.013 0.004 0.030
H 2.129739 -0.285039 -3.520736 0.011 0.014 -0.021 0.103
H 2.034828 1.281064 4.704647 0.030 -0.052 0.032 0.095
H -0.055026 -2.132022 -5.963775 -0.006 0.036 -0.022 0.075
H -5.027097 -4.690652 1.644196 0.002 0.008 0.022 0.098
H -3.164373 3.298250 3.386039 -0.013 0.075 -0.021 0.044
H 1.975587 -2.869339 1.714468 -0.043 0.059 -0.045 0.051
H 0.635764 -4.029147 -3.469605 0.028 0.002 0.012 0.096
H -1.993606 0.465277 3.279468 -0.624 -1.242 -0.182 0.050
H -0.431966 6.118421 -2.686228 0.026 -0.025 -0.034 0.031
H 4.946803 -2.860309 -5.488173 0.002 -0.007 0.004 0.107
H -2.568104 -0.328294 -1.226645 -0.634 1.176 0.473 0.028
H -4.523872 3.108571 0.443082 0.025 0.034 0.055 0.037
H 1.957681 4.137586 -3.667433 -0.024 0.001 -0.007 0.036
H -0.294020 -2.316967 4.462185 0.023 -0.026 0.031 0.118
H 0.141083 6.285924 2.063897 -0.002 0.028 0.025 0.005
H -6.183157 -3.330489 1.607232 -0.008 0.013 -0.009 0.096
H -1.292786 -7.257970 -1.702668 0.000 -0.006 0.008 0.102
H 4.072284 -0.011167 3.997928 0.023 0.020 -0.042 0.146
H 3.747638 -2.283670 3.038743 0.011 -0.058 0.072 0.116
H 3.537999 -0.795430 -5.519759 0.016 0.038 0.032 0.111
H 0.975927 -2.168087 5.678353 -0.045 0.001 0.024 0.123
H -0.364516 -0.682112 2.764864 0.147 0.151 0.107 0.050
H 0.000297 -0.007396 5.343633 0.022 -0.024 0.082 0.140
H 1.691301 0.138206 2.328789 0.171 0.112 0.057 0.079
H -1.068298 3.947309 -4.112119 0.044 0.027 0.019 0.038
H 3.531324 -2.191903 4.784743 0.012 0.046 0.019 0.128
H 1.006475 6.134064 -1.660671 -0.004 0.008 0.013 0.026
H -1.803911 -2.010605 -5.821769 -0.006 0.017 -0.012 0.093
H 3.752461 3.266143 0.812017 0.005 0.009 0.019 -0.045
H 0.846871 2.955155 3.549347 0.050 0.004 0.006 -0.019
H -1.474768 2.836088 3.516882 0.040 0.053 0.036 0.019
H 3.948483 4.813493 1.642143 -0.045 0.029 0.017 0.036
H -2.440904 0.912509 -4.736997 0.002 -0.028 -0.006 0.083
H 1.868187 6.611677 2.205712 0.042 -0.073 0.011 0.035
H 1.092351 6.598918 0.619639 0.022 0.011 0.006 0.008
H -3.495953 5.351122 1.556737 -0.010 -0.083 0.007 0.034
H 2.583364 3.298965 3.566644 -0.017 -0.006 -0.018 0.019
H -3.241551 -1.926353 -2.709919 0.060 -0.064 0.021 0.117
H -4.519410 -2.967136 3.088516 -0.026 -0.005 -0.011 0.103
H -1.834562 5.608295 2.087615 -0.010 0.012 0.022 0.010
H -3.445470 2.788917 -0.929522 -0.043 0.017 -0.016 0.013
H 3.126913 1.006377 2.186039 -0.043 -0.004 0.055 0.089
H -0.573370 -5.805545 0.142772 0.024 0.009 -0.012 0.109
H 1.832127 -3.603706 4.046872 0.018 -0.007 -0.026 0.137
```
Forces are in eV/Å.

- lowest unoccupied orbital energy (eV) = -0.09
- orbital gap (eV) = 7.3
- E (eV) = -207756.7750
- spin multiplicity = 1

=====

Entry 3:
DFT (ωB97M-V/def2-TZVPD) results for a cluster of 2 separate species, C6H15N2 in total in a non-equilibrium geometry.

```
23
Properties=species:S:1:pos:R:3:forces:R:3:nbo_charge:R:1
N 1.565171 2.929536 -1.258334 -1.003 0.824 -1.743 -1.041
N -1.945587 -0.659076 -0.473776 1.273 2.245 -1.635 -0.448
C -3.198038 0.099919 -0.413355 0.841 3.160 0.550 -0.429
C 0.015225 0.553529 0.467293 -0.194 -2.399 6.159 0.337
C 1.412388 0.027373 0.677293 -1.068 2.716 -4.815 -0.572
C 2.010602 -2.326660 0.588180 1.650 -0.643 0.192 -0.323
C 1.552886 -1.253077 0.026139 -0.964 0.585 -1.093 -0.224
C -1.096529 -0.419059 0.740445 0.877 -0.673 -2.654 -0.375
H 1.098979 -1.195800 -0.973158 0.840 -0.687 0.015 0.203
H -3.600748 0.261629 -1.423715 0.227 0.002 0.419 0.239
H 2.322517 -3.086183 -0.080448 -0.362 -1.362 -0.142 0.228
H -0.787860 -1.378362 0.990007 1.503 -1.616 0.486 0.242
H -0.180861 1.437025 1.055972 -0.240 1.558 -1.426 0.231
H 1.279600 2.555545 -2.217287 0.577 0.645 1.667 0.371
H 2.406869 -2.349260 1.597213 -0.130 0.041 0.007 0.211
H -1.334841 -0.192408 -1.187833 -1.196 -1.029 -0.356 0.346
H 1.651298 0.096701 1.675121 -0.063 0.263 3.103 0.322
H 2.157363 0.812193 0.288934 -0.638 -0.852 0.090 0.315
H -1.807591 -0.211117 1.447247 -1.172 1.805 2.216 0.259
H 0.913961 2.531499 -0.594867 -0.159 -0.020 0.055 0.319
H 1.296656 3.951266 -1.286120 0.553 -1.406 -0.019 0.384
H -3.011395 1.202569 0.143964 -0.726 -2.698 -1.601 0.177
H -3.920233 -0.420656 0.173770 -0.428 -0.459 0.525 0.227
```
Forces are in eV/Å.

- lowest unoccupied orbital energy (eV) = -8.01
- total charge = +1
- orbital gap (eV) = 5.9
- E (eV) = -9432.6019
- spin multiplicity = 1